1.
CH3NOS as an isolated structure in a non-equilibrium geometry. Source: OMol25; level of theory: ωB97M-V/def2-TZVPD.

Structure (XYZ):
```
7
Properties=species:S:1:pos:R:3:forces:R:3
S 0.0453 -1.1736 -0.1508 0.9 -1.0 -0.1
O -2.4324 -0.3202 0.6163 -0.8 -1.1 0.1
N 1.1774 0.0972 -0.2604 -0.8 1.0 -1.6
C -1.2757 -0.2141 0.4593 2.5 5.1 0.3
H -0.6196 0.9968 0.5589 -1.8 -2.8 0.1
H 2.1888 -0.0144 -0.0900 -1.2 -0.4 -0.1
H 0.9163 0.6284 -1.1333 1.2 -0.7 1.4
```
Positions in Å, forces in eV/Å.

Output
HOMO-LUMO gap: 0.36951 Ha
E: -15456.7332 eV
ΔE to the lowest compared entry with this formula, charge and spin: 2.076 eV
Net charge: 0

Löwdin atomic charge list, values in e, 5 entries: 0.840, -0.003, -0.392, -0.693, 0.143

***

2.
A 2-piece molecular cluster, CH3NOSi overall in a non-equilibrium geometry. Source: OMol25; level of theory: ωB97M-V/def2-TZVPD.

Structure (XYZ):
```
7
Properties=species:S:1:pos:R:3:forces:R:3
Si -1.0431 0.2603 -0.3141 0.2 0.3 1.7
O 2.4349 0.4339 -0.4028 -0.2 -0.6 1.1
N -0.4951 -1.1371 0.2341 -1.8 0.8 -1.8
C 2.1834 -0.1006 0.5677 0.7 0.7 -1.1
H 0.2898 -1.2133 0.7688 2.4 -0.5 1.9
H -2.2383 0.0256 -0.9188 -2.2 -0.3 -1.7
H -1.1316 1.7312 0.0652 0.9 -0.5 -0.1
```
Positions in Å, forces in eV/Å.

Output
HOMO-LUMO gap: 0.35443 Ha
E: -12498.3061 eV
ΔE to the lowest compared entry with this formula, charge and spin: 2.846 eV
Net charge: 0

Löwdin atomic charge list, values in e, 5 entries: 0.583, 0.022, -0.202, -0.001, -0.172

***

3.
A 2-piece molecular cluster, CH3NS2 overall in a non-equilibrium geometry. Source: OMol25; level of theory: ωB97M-V/def2-TZVPD.

Structure (XYZ):
```
7
Properties=species:S:1:pos:R:3:forces:R:3
S 1.9622 1.1617 -0.1907 -1.8 -0.9 0.1
S 1.7716 -0.9042 -0.2799 0.6 0.0 -0.2
N 0.6342 0.1062 0.4736 2.1 -0.1 1.1
C -0.7027 -0.0875 0.2805 -3.4 2.4 -4.9
H -1.3463 0.8156 0.4649 0.8 -1.2 0.5
H -1.1148 -1.0507 0.5736 0.4 0.2 0.2
H -1.2042 -0.0410 -1.3221 1.3 -0.4 3.2
```
Positions in Å, forces in eV/Å.

Output
HOMO-LUMO gap: 0.29075 Ha
E: -24241.6121 eV
ΔE to the lowest compared entry with this formula, charge and spin: 4.503 eV
Net charge: 0

Löwdin atomic charge list, values in e, 5 entries: 0.482, 0.472, -0.921, -0.288, 0.056

***

4.
CH3NS2 as an isolated structure in a non-equilibrium geometry. Source: OMol25; level of theory: ωB97M-V/def2-TZVPD.

Structure (XYZ):
```
7
Properties=species:S:1:pos:R:3:forces:R:3
S 2.4337 -0.0434 0.0424 2.7 2.0 -1.7
S -0.0671 -2.1523 -0.2649 0.3 1.2 0.2
N 1.0228 -0.3101 0.6731 -4.0 -4.1 2.6
C 0.7898 0.7388 -0.1846 1.1 0.6 0.7
H 0.3386 1.5855 0.2707 0.6 1.2 0.5
H 0.6810 -2.9904 0.4409 0.2 -0.1 0.2
H 0.3814 0.5375 -1.0943 -0.9 -0.8 -2.6
```
Positions in Å, forces in eV/Å.

Output
HOMO-LUMO gap (alpha / beta): 0.27964 / 0.28220 Ha
E: -24242.1619 eV
ΔE to the lowest compared entry with this formula, charge and spin: 3.954 eV
Net charge: 0

Löwdin atomic charge list, values in e, 5 entries: 0.849, 0.440, -0.648, -0.467, 0.079

***

5.
An isolated molecule of CH3NS3 in a non-equilibrium geometry. Source: OMol25; level of theory: ωB97M-V/def2-TZVPD.

Structure (XYZ):
```
8
Properties=species:S:1:pos:R:3:forces:R:3
S 1.7448 0.4849 -0.2187 0.1 -0.9 2.0
S -2.7398 -0.1722 -0.1193 -1.6 1.4 -0.8
S -0.3284 1.4346 -0.0358 -0.5 -0.2 -0.8
N 1.6057 -1.0949 -0.2433 -0.1 1.6 1.0
C -1.1319 0.0271 -0.2066 0.6 0.4 0.5
H -3.3575 1.1578 -0.3313 0.8 -1.6 0.6
H 1.6617 0.7713 1.1936 0.7 -0.6 -1.7
H 1.9018 -1.4010 -1.1496 0.1 -0.1 -0.8
```
Positions in Å, forces in eV/Å.

Output
HOMO-LUMO gap: 0.29987 Ha
E: -35077.1632 eV
ΔE to the lowest compared entry with this formula, charge and spin: 3.531 eV
Net charge: 0

Löwdin atomic charge list, values in e, 5 entries: 0.566, 0.666, 0.516, -0.431, -1.162

***

6.
A 2-piece molecular cluster, CH3O2S overall. Source: OMol25; level of theory: ωB97M-V/def2-TZVPD.

Structure (XYZ):
```
7
Properties=species:S:1:pos:R:3:forces:R:3
S 1.4770 -1.2603 -1.1182 -0.1 -0.2 -0.1
O -0.4516 0.7312 -0.3195 -0.1 -0.1 -0.5
O -1.5227 1.4870 1.5069 -0.2 0.3 0.0
C -0.6359 0.8718 0.9297 0.4 -0.5 0.5
H 0.5998 -1.9377 -1.8809 0.1 0.0 0.1
H 0.4064 -0.2370 -0.6823 0.0 0.5 0.3
H 0.1269 0.3450 1.5643 -0.1 0.0 -0.1
```
Positions in Å, forces in eV/Å.

Output
HOMO-LUMO gap: 0.31409 Ha
E: -16017.5648 eV
ΔE to the lowest compared entry with this formula, charge and spin: 0.216 eV
Net charge: -1

Löwdin atomic charge list, values in e, 5 entries: 0.203, -0.152, -0.070, -0.608, -0.303